[1]
The following is a quantum chemistry calculation of a single C23H28N4O6S2 molecule in a non-equilibrium geometry, from the OMol25 dataset.

CARTESIAN COORDINATES (ANGSTROEM)
1 C 5.494 0.515 -1.282
2 C 4.801 -0.234 -0.148
3 O 3.505 -0.678 -0.494
4 C 2.492 0.223 -0.606
5 C 2.553 1.548 -0.210
6 C 1.435 2.362 -0.340
7 C 1.512 3.793 0.038
8 O 2.461 4.510 -0.190
9 N 0.368 4.308 0.619
10 C -0.633 3.567 1.234
11 C -1.979 3.898 1.061
12 C -2.964 3.077 1.580
13 C -2.603 1.960 2.310
14 S -3.858 0.816 2.840
15 O -5.150 1.409 2.726
16 O -3.467 0.165 4.048
17 N -3.806 -0.348 1.608
18 C -2.809 -1.260 1.470
19 N -2.547 -1.901 0.380
20 N -1.520 -2.741 0.495
21 C -0.976 -2.768 1.652
22 C 0.176 -3.612 2.053
23 C 0.952 -4.134 0.851
24 S -1.763 -1.676 2.807
25 C -1.276 1.672 2.573
26 C -0.291 2.468 2.028
27 C 0.266 1.849 -0.889
28 C 0.178 0.522 -1.285
29 O -0.968 -0.014 -1.802
30 C -2.155 0.749 -1.796
31 C -3.277 -0.165 -2.264
32 C 1.303 -0.312 -1.156
33 O 1.399 -1.614 -1.502
34 C 0.422 -2.251 -2.319
35 C 1.059 -3.513 -2.880
36 H 6.509 0.767 -0.988
37 H 5.528 -0.114 -2.168
38 H 4.961 1.430 -1.529
39 H 5.345 -1.156 0.075
40 H 4.774 0.378 0.763
41 H 3.450 1.978 0.205
42 H 0.286 5.317 0.610
43 H -2.246 4.775 0.490
44 H -4.011 3.283 1.428
45 H -4.386 -0.197 0.798
46 H -0.206 -4.449 2.646
47 H 0.828 -3.025 2.704
48 H 1.761 -4.779 1.185
49 H 0.290 -4.700 0.202
50 H 1.371 -3.307 0.284
51 H -1.030 0.839 3.209
52 H 0.749 2.247 2.206
53 H -0.577 2.503 -1.039
54 H -2.057 1.613 -2.470
55 H -2.361 1.120 -0.780
56 H -4.224 0.368 -2.241
57 H -3.321 -1.033 -1.611
58 H -3.081 -0.500 -3.278
59 H 0.126 -1.589 -3.138
60 H -0.459 -2.495 -1.716
61 H 1.380 -4.164 -2.073
62 H 0.338 -4.040 -3.498
63 H 1.927 -3.259 -3.483

Atoms 1-6, force components in eV/Å:
-0.3 -0.2 0.2
0.4 0.2 0.0
-0.3 0.0 -0.1
-0.2 -0.2 -0.1
0.0 0.1 0.1
0.1 -0.5 -0.4

The HOMO energy comes out at -8.028 eV. Its relative energy (zero: lowest compared OMol25 entry of this formula, charge and spin) is 352.5 kJ/mol. The calculation puts the LUMO energy at 0.1 eV.



[2]
The following is a quantum chemistry calculation of a molecular structure, C9H7FS in a non-equilibrium geometry, from the OMol25 dataset.

CARTESIAN COORDINATES (ANGSTROEM)
1 C -1.535 -1.398 0.998
2 C -0.522 0.600 0.921
3 C -0.278 -0.795 1.008
4 C -1.875 1.089 0.734
5 C -0.327 1.807 0.233
6 C -1.635 2.504 0.457
7 C 0.009 2.299 -1.115
8 C -1.419 2.853 -1.415
9 C 1.044 -1.341 1.198
10 F -1.506 4.064 -1.847
11 S -2.826 -0.314 0.404
12 H -1.920 -2.431 1.036
13 H 0.484 3.259 -0.966
14 H 0.594 1.767 -1.961
15 H -2.261 2.320 -1.810
16 H 1.387 -1.234 2.231
17 H 1.140 -2.335 0.887
18 H 1.820 -0.632 0.605

Atoms 1-6, force components in eV/Å:
0.1 -0.2 -1.3
-0.1 0.8 0.6
-3.3 0.3 0.2
1.0 -1.2 -0.5
-1.7 -0.4 -0.5
1.1 1.4 -2.0

The HOMO energy comes out at -7.098 eV. Its relative energy (zero: lowest compared OMol25 entry of this formula, charge and spin) is 87.7 kJ/mol. The calculation puts the LUMO energy at 0.4 eV.



[3]
The following is a quantum chemistry calculation of a molecular structure, C64H63F25N7O12S6V in a non-equilibrium geometry, from the OMol25 dataset.

CARTESIAN COORDINATES (ANGSTROEM)
1 V 2.676 -1.263 0.145
2 C 3.410 -4.133 -2.917
3 F 2.918 -3.408 -3.930
4 F 3.321 -5.411 -3.312
5 F 4.640 -3.762 -2.497
6 S 2.125 -4.023 -1.450
7 O 1.191 -2.983 -1.844
8 O 1.552 -5.362 -1.232
9 N 3.001 -3.267 -0.119
10 S 3.580 -4.646 0.571
11 O 2.647 -5.104 1.577
12 O 4.215 -5.615 -0.325
13 C 5.085 -3.905 1.552
14 F 6.158 -3.914 0.771
15 F 4.812 -2.674 1.920
16 F 5.341 -4.585 2.685
17 C 4.519 0.196 3.833
18 F 3.341 -0.122 4.413
19 F 5.089 1.075 4.567
20 F 5.320 -0.871 3.667
21 S 4.163 0.999 2.104
22 O 2.730 1.209 2.123
23 O 4.990 2.212 1.927
24 N 4.297 -0.229 0.828
25 S 5.865 -0.127 0.487
26 O 6.800 0.107 1.626
27 O 6.127 -1.331 -0.309
28 C 5.993 1.411 -0.779
29 F 4.895 2.148 -0.693
30 F 7.136 2.075 -0.539
31 F 6.039 0.910 -1.987
32 C -0.953 -2.223 0.563
33 F 0.178 -3.007 0.714
34 F -1.406 -2.376 -0.702
35 F -1.921 -2.570 1.419
36 S -0.600 -0.357 0.920
37 O -1.771 0.340 0.377
38 O -0.418 -0.307 2.395
39 N 0.955 -0.161 -0.013
40 S 0.796 1.362 -0.534
41 O 0.167 2.340 0.326
42 O 2.155 1.727 -0.947
43 C -0.321 1.283 -2.132
44 F -0.966 0.101 -2.226
45 F -1.279 2.198 -2.126
46 F 0.439 1.404 -3.205
47 C -0.820 0.235 5.579
48 C -1.485 -0.131 6.947
49 C -1.148 -1.520 7.524
50 C 0.252 -1.611 7.956
51 N 1.351 -1.661 8.285
52 H 0.238 0.411 5.771
53 H -1.298 1.136 5.193
54 H -0.972 -0.649 4.959
55 H -2.570 -0.030 6.961
56 H -1.182 0.568 7.728
57 H -1.322 -2.298 6.780
58 H -1.741 -1.707 8.420
59 C 3.642 -3.539 5.421
60 C 2.086 -3.743 5.249
61 C 1.336 -2.591 4.624
62 C 1.818 -2.157 3.300
63 N 2.190 -1.757 2.271
64 H 4.103 -3.178 4.501
65 H 4.173 -4.452 5.689
66 H 3.725 -2.848 6.260
67 H 1.720 -3.975 6.249
68 H 1.882 -4.630 4.649
69 H 1.396 -1.737 5.300
70 H 0.286 -2.865 4.526
71 C 2.214 5.727 -4.358
72 C 3.170 5.985 -3.177
73 C 3.552 4.809 -2.263
74 C 4.041 3.660 -3.071
75 N 4.400 2.759 -3.686
76 H 1.791 6.642 -4.772
77 H 1.432 5.084 -3.954
78 H 2.635 5.093 -5.138
79 H 2.685 6.726 -2.541
80 H 4.051 6.493 -3.568
81 H 2.676 4.463 -1.715
82 H 4.310 5.139 -1.552
83 C 5.558 -1.664 -5.072
84 C 4.893 -0.257 -5.110
85 C 3.526 -0.171 -4.518
86 C 3.478 -0.514 -3.064
87 N 3.380 -0.805 -1.934
88 H 5.044 -2.343 -5.752
89 H 5.558 -2.061 -4.057
90 H 6.571 -1.696 -5.472
91 H 4.814 -0.027 -6.173
92 H 5.566 0.466 -4.649
93 H 2.867 -0.983 -4.825
94 H 3.059 0.793 -4.719
95 F -0.435 5.312 -1.661
96 C -1.354 6.195 -2.153
97 C -1.297 7.553 -1.826
98 C -2.139 8.481 -2.409
99 C -3.144 8.010 -3.267
100 C -3.207 6.680 -3.623
101 C -2.335 5.765 -3.030
102 H -0.572 7.839 -1.077
103 H -1.973 9.520 -2.162
104 H -3.789 8.759 -3.702
105 H -4.036 6.463 -4.280
106 H -2.348 4.696 -3.177
107 F -4.858 -1.190 0.196
108 C -5.603 -0.712 -0.798
109 C -6.988 -0.859 -0.881
110 C -7.729 -0.399 -1.954
111 C -7.104 0.293 -3.004
112 C -5.699 0.540 -2.918
113 C -5.006 -0.009 -1.863
114 H -7.545 -1.526 -0.239
115 H -8.798 -0.549 -1.988
116 H -7.747 0.713 -3.762
117 H -5.285 1.112 -3.735
118 H -3.928 0.050 -1.828
119 F -3.491 -2.261 -3.865
120 C -3.533 -1.674 -5.099
121 C -4.353 -2.241 -6.093
122 C -4.297 -1.782 -7.401
123 C -3.499 -0.641 -7.705
124 C -2.797 -0.001 -6.712
125 C -2.771 -0.542 -5.409
126 H -4.993 -3.086 -5.888
127 H -4.882 -2.218 -8.197
128 H -3.476 -0.259 -8.715
129 H -2.134 0.828 -6.912
130 H -2.135 -0.071 -4.674
131 F 4.813 7.187 1.905
132 C 3.611 6.586 1.865
133 C 3.531 5.218 1.705
134 C 2.375 4.594 1.440
135 C 1.258 5.395 1.273
136 C 1.316 6.773 1.353
137 C 2.491 7.368 1.754
138 H 4.383 4.559 1.788
139 H 2.277 3.522 1.348
140 H 0.334 4.922 0.976
141 H 0.481 7.446 1.217
142 H 2.569 8.440 1.853
143 F -5.234 -8.105 -1.220
144 C -4.882 -6.807 -1.083
145 C -5.536 -5.992 -0.170
146 C -5.057 -4.680 0.007
147 C -3.967 -4.258 -0.714
148 C -3.397 -5.017 -1.717
149 C -3.833 -6.298 -1.897
150 H -6.403 -6.298 0.396
151 H -5.517 -4.030 0.736
152 H -3.569 -3.270 -0.532
153 H -2.683 -4.605 -2.416
154 H -3.250 -6.980 -2.497
155 F -1.765 3.863 4.690
156 C -2.201 3.675 3.416
157 C -2.069 4.667 2.456
158 C -2.660 4.475 1.209
159 C -3.423 3.313 0.969
160 C -3.621 2.324 1.965
161 C -3.015 2.539 3.218
162 H -1.515 5.562 2.699
163 H -2.539 5.192 0.411
164 H -3.755 3.059 -0.027
165 H -4.139 1.389 1.809
166 H -3.165 1.812 4.003
167 F -0.774 -4.435 2.996
168 C -1.830 -5.161 3.397
169 C -2.175 -5.192 4.731
170 C -3.326 -5.902 5.138
171 C -4.082 -6.560 4.114
172 C -3.647 -6.579 2.785
173 C -2.563 -5.813 2.390
174 H -1.556 -4.639 5.421
175 H -3.535 -6.085 6.181
176 H -5.046 -6.979 4.363
177 H -4.190 -7.143 2.041
178 H -2.203 -5.788 1.372

Atoms 1-6, force components in eV/Å:
0.0 -0.1 0.0
-1.0 -0.8 1.3
1.0 0.2 0.5
1.1 0.6 0.1
-1.6 -0.5 -1.3
-1.5 0.9 0.2

Its charge is -1. The HOMO energy (spin up / spin down) comes out at -5.499 / -7.084 eV. Its spin multiplicity is 4. Its expectation value of S² is 3.756. The calculation puts the LUMO energy (spin up / spin down) at 1.7 / 1.7 eV.



[4]
The following is a quantum chemistry calculation of a gas-phase ion, C3H8FN2 (charge +1) in a non-equilibrium geometry, from the OMol25 dataset.

CARTESIAN COORDINATES (ANGSTROEM)
1 C 1.108 0.202 1.850
2 C 1.066 0.379 0.299
3 F 1.760 -0.849 -0.309
4 N -0.252 0.270 -0.286
5 C -0.635 -0.296 -1.405
6 N -1.929 -0.354 -1.634
7 H 0.038 0.231 2.238
8 H 1.446 -0.853 2.147
9 H 1.672 0.984 2.418
10 H 1.486 1.422 0.064
11 H -0.979 0.779 0.206
12 H 0.074 -0.614 -2.258
13 H -2.178 -0.942 -2.398
14 H -2.676 -0.358 -0.932

Atoms 1-6, force components in eV/Å:
-1.4 -1.1 0.5
2.2 -1.4 0.4
-1.2 3.5 1.0
-0.1 0.1 0.1
0.8 0.5 -0.5
-0.6 -1.0 -0.4

Its charge is +1. The HOMO energy comes out at -15.674 eV. Its relative energy (zero: lowest compared OMol25 entry of this formula, charge and spin) is 130.3 kJ/mol. The calculation puts the LUMO energy at -4.2 eV.



[5]
The following is a quantum chemistry calculation of a molecular structure, C34H30BF6N4O6PrSb in a non-equilibrium geometry, from the OMol25 dataset.

CARTESIAN COORDINATES (ANGSTROEM)
1 Pr 0.939 -1.216 1.273
2 O -0.220 2.311 -0.968
3 C 1.175 2.646 -1.031
4 C 2.046 1.978 0.055
5 O 3.144 2.488 0.230
6 O 1.529 0.946 0.721
7 C 1.609 2.279 -2.450
8 C 2.607 1.347 -2.763
9 C 2.909 1.076 -4.104
10 C 2.231 1.701 -5.123
11 C 1.250 2.603 -4.820
12 C 0.897 2.885 -3.517
13 C 1.294 4.151 -0.835
14 C 0.168 4.963 -0.674
15 C 0.336 6.354 -0.611
16 C 1.619 6.952 -0.633
17 C 2.738 6.116 -0.752
18 C 2.537 4.742 -0.927
19 H -0.270 1.323 -0.989
20 H 3.188 0.906 -1.937
21 H 3.660 0.298 -4.275
22 H 2.457 1.587 -6.196
23 H 0.707 3.174 -5.618
24 H 0.189 3.712 -3.324
25 H -0.821 4.488 -0.617
26 H -0.512 7.007 -0.543
27 H 1.720 8.030 -0.485
28 H 3.742 6.523 -0.775
29 H 3.436 4.122 -1.234
30 B 1.249 -2.081 5.039
31 N 2.327 -2.857 4.285
32 C 3.045 -3.949 4.664
33 C 3.588 -4.526 3.530
34 C 3.248 -3.661 2.423
35 N 2.417 -2.696 2.884
36 N 1.029 -0.610 4.810
37 C 0.763 0.371 5.707
38 C 0.555 1.561 5.006
39 C 0.862 1.239 3.666
40 N 1.037 -0.128 3.536
41 H 1.403 -2.247 6.326
42 H 0.132 -2.624 4.844
43 H 3.134 -4.210 5.727
44 H 4.046 -5.485 3.351
45 H 3.687 -3.664 1.459
46 H 0.687 0.064 6.779
47 H 0.226 2.524 5.350
48 H 1.009 1.893 2.795
49 O -1.143 -0.904 -0.587
50 C -2.453 -1.443 -0.124
51 C -2.309 -1.968 1.325
52 O -3.296 -2.365 1.865
53 O -1.137 -1.775 1.963
54 C -3.399 -0.333 -0.109
55 C -3.453 0.579 0.936
56 C -4.338 1.668 0.902
57 C -5.136 1.898 -0.229
58 C -5.068 1.013 -1.255
59 C -4.185 -0.051 -1.241
60 C -2.876 -2.623 -1.026
61 C -1.917 -3.378 -1.738
62 C -2.355 -4.269 -2.728
63 C -3.686 -4.673 -2.770
64 C -4.627 -3.993 -1.993
65 C -4.202 -2.992 -1.075
66 H -0.712 -1.481 -1.227
67 H -2.812 0.410 1.824
68 H -4.345 2.384 1.747
69 H -5.857 2.713 -0.291
70 H -5.575 1.087 -2.215
71 H -4.092 -0.752 -2.066
72 H -0.846 -3.319 -1.547
73 H -1.590 -4.756 -3.365
74 H -4.028 -5.417 -3.518
75 H -5.684 -4.219 -2.072
76 H -4.936 -2.582 -0.368
77 F 0.935 -3.367 0.300
78 Sb 2.238 -3.355 -1.287
79 F 1.225 -4.695 -2.122
80 F 3.393 -4.788 -0.607
81 F 3.514 -2.923 -2.563
82 F 2.919 -1.907 -0.116
83 F 1.086 -1.830 -1.879

Atoms 1-6, force components in eV/Å:
-0.8 1.3 -0.3
0.5 -1.2 0.6
-1.0 0.0 -0.4
0.4 -0.1 0.4
-0.7 -1.7 0.6
0.4 0.3 -0.7

The HOMO energy (spin up / spin down) comes out at -8.341 / -8.341 eV. Its relative energy (zero: lowest compared OMol25 entry of this formula, charge and spin) is 5.3 kJ/mol. Its spin multiplicity is 4. Its expectation value of S² is 3.762. The calculation puts the LUMO energy (spin up / spin down) at -1.8 / -5.3 eV.